[1]
Formula: C48H36IrN4O8S
Source: OMol25
Level of theory: ωB97M-V with the def2-TZVPD basis set

Computed properties:
Molecular weight   1021.12 g mol⁻¹
Frontier orbital gap (alpha / beta)   0.18742 / 0.18735 Ha
LUMO (alpha / beta)   1.36 / 1.36 eV

Geometry as ORCA input:
```
! RIJCOSX wB97M-V def2-TZVPD def2/J DEFGRID3
* xyz -1 1
Ir 0.16 -0.58 0.08
C -8.57 1.16 4.47
O -7.77 0.00 4.53
C -6.59 0.02 3.84
C -5.84 -1.15 3.89
C -4.63 -1.23 3.22
C -4.15 -0.15 2.48
C -4.92 1.00 2.43
C -6.13 1.10 3.10
C -2.84 -0.23 1.77
C -1.72 -0.49 2.52
C -1.67 -0.43 3.96
C -0.36 -0.49 4.31
C 0.40 -0.58 3.08
N -0.43 -0.64 2.04
C 1.79 -0.28 2.98
C 2.19 0.61 1.98
C 3.36 1.47 2.03
C 3.52 2.00 0.80
C 2.48 1.44 -0.04
C 2.59 1.34 -1.42
C 3.71 2.08 -2.08
C 4.75 1.39 -2.70
C 5.78 2.06 -3.32
C 5.81 3.45 -3.33
O 6.88 4.03 -3.96
C 6.93 5.44 -3.97
C 4.79 4.16 -2.71
C 3.75 3.47 -2.10
C 1.75 0.57 -2.24
N 0.69 -0.13 -1.82
C -0.09 -0.38 -2.92
C -1.46 -0.51 -2.88
C -2.14 -0.84 -4.16
C -1.86 -2.06 -4.78
C -2.44 -2.39 -5.99
C -3.33 -1.51 -6.60
O -3.85 -1.92 -7.79
C -4.76 -1.05 -8.43
C -3.62 -0.29 -6.00
C -3.03 0.03 -4.78
C -2.25 -0.28 -1.72
C -3.67 -0.39 -1.70
C -4.06 -0.24 -0.40
C -2.87 -0.08 0.36
N -1.79 -0.03 -0.46
C 0.65 -0.02 -4.11
C 1.77 0.60 -3.69
N 1.59 0.78 0.76
C 2.74 -0.86 3.95
C 4.14 -0.75 3.82
C 5.02 -1.34 4.70
C 4.55 -2.12 5.75
O 5.49 -2.65 6.59
C 5.05 -3.65 7.49
C 3.18 -2.33 5.86
C 2.31 -1.73 4.96
H -9.45 0.96 5.07
H -8.87 1.39 3.45
H -8.05 2.03 4.89
H -6.22 -1.99 4.46
H -4.05 -2.14 3.26
H -4.56 1.85 1.85
H -6.70 2.02 3.04
H -2.51 -0.26 4.61
H 0.05 -0.36 5.30
H 3.95 1.67 2.90
H 4.30 2.66 0.47
H 4.73 0.31 -2.69
H 6.59 1.52 -3.80
H 7.84 5.70 -4.50
H 6.98 5.84 -2.95
H 6.08 5.87 -4.48
H 4.78 5.24 -2.70
H 2.94 4.02 -1.63
H -1.18 -2.75 -4.30
H -2.23 -3.34 -6.47
H -5.07 -1.56 -9.35
H -4.29 -0.10 -8.69
H -5.64 -0.86 -7.81
H -4.29 0.41 -6.46
H -3.25 0.98 -4.32
H -4.29 -0.60 -2.55
H -5.06 -0.31 0.00
H 0.29 -0.14 -5.12
H 2.52 1.09 -4.29
H 4.56 -0.25 2.96
H 6.09 -1.25 4.56
H 4.38 -3.24 8.25
H 5.94 -4.03 7.97
H 4.54 -4.46 6.96
H 2.78 -2.99 6.62
H 1.27 -2.00 5.04
O 1.38 -3.50 -1.56
S 0.85 -3.15 -0.26
O 1.66 -1.97 0.34
O -0.53 -2.46 -0.43
O 0.77 -4.23 0.68
*
```


[2]
Formula: C3H7ClO
Source: OMol25
Level of theory: ωB97M-V with the def2-TZVPD basis set

Computed properties:
Molecular weight   94.54 g mol⁻¹
Frontier orbital gap   0.39334 Ha
SMILES   COCCCl
LUMO   0.94 eV

Geometry as ORCA input:
```
! RIJCOSX wB97M-V def2-TZVPD def2/J DEFGRID3
* xyz 0 1
C 1.70 -0.97 0.33
O 1.42 0.10 -0.61
C 0.62 1.13 -0.18
C -0.59 0.73 0.63
Cl -1.64 -0.46 -0.17
H 1.34 -1.91 -0.10
H 2.80 -1.13 0.31
H 1.50 -0.71 1.26
H 0.47 1.81 -1.04
H 1.25 1.73 0.43
H -0.05 0.30 1.52
H -1.20 1.64 0.77
*
```


[3]
Formula: C9H10BrN3O
Source: OMol25
Level of theory: ωB97M-V with the def2-TZVPD basis set

Computed properties:
Molecular weight   256.10 g mol⁻¹
Frontier orbital gap   0.30674 Ha
SMILES   NC(=O)N(Br)N1CCc2ccccc21
LUMO   0.07 eV

Geometry as ORCA input:
```
! RIJCOSX wB97M-V def2-TZVPD def2/J DEFGRID3
* xyz 0 1
N 3.17 1.34 0.41
C 3.12 0.11 -0.27
O 4.07 -0.33 -0.88
N 1.94 -0.60 0.04
Br 1.74 -2.35 -0.71
N 0.79 0.04 0.47
C 0.37 -0.13 1.89
C -1.28 -0.08 1.84
C -1.53 -0.01 0.39
C -2.80 -0.10 -0.25
C -2.85 -0.16 -1.59
C -1.73 0.03 -2.36
C -0.47 0.06 -1.77
C -0.32 0.04 -0.39
H 2.47 1.82 0.93
H 3.91 1.94 0.11
H 0.82 0.74 2.34
H 0.66 -1.05 2.41
H -1.74 0.62 2.53
H -1.38 -1.15 2.22
H -3.66 -0.20 0.42
H -3.80 -0.51 -1.91
H -1.84 0.07 -3.51
H 0.35 -0.14 -2.36
*
```


[4]
Formula: CH3BrI2Si
Source: OMol25
Level of theory: ωB97M-V with the def2-TZVPD basis set

Computed properties:
Molecular weight   376.83 g mol⁻¹
Frontier orbital gap (alpha / beta)   0.25805 / 0.23133 Ha
LUMO (alpha / beta)   0.22 / -3.26 eV

Geometry as ORCA input:
```
! RIJCOSX wB97M-V def2-TZVPD def2/J DEFGRID3
* xyz 0 3
C 0.72 -2.04 -3.45
Si 0.65 2.95 -4.97
Br 0.91 -0.09 -3.68
I 0.97 3.88 -2.67
I -1.79 2.62 -5.23
H 0.38 -2.40 -2.54
H 0.72 -2.25 -4.44
H 1.82 -2.00 -3.37
*
```


[5]
Formula: C4H6IN2
Source: OMol25
Level of theory: ωB97M-V with the def2-TZVPD basis set

Computed properties:
Molecular weight   209.01 g mol⁻¹
Frontier orbital gap (alpha / beta)   0.29240 / 0.26312 Ha
LUMO (alpha / beta)   -4.47 / -4.98 eV

Geometry as ORCA input:
```
! RIJCOSX wB97M-V def2-TZVPD def2/J DEFGRID3
* xyz 1 1
C -0.51 -0.45 0.87
C -1.10 0.03 1.96
C 0.48 0.21 -0.05
C -0.89 -0.05 -1.84
N 0.27 0.35 -1.34
N 1.67 0.57 0.57
I -2.28 -0.37 3.46
H -0.67 -1.52 0.75
H -0.89 -0.08 -2.93
H -1.63 -0.52 -1.28
H 1.02 0.87 -1.81
H 1.96 0.41 1.53
H 2.57 0.54 0.11
*
```


[6]
Formula: C42H126O42
Source: OMol25
Level of theory: ωB97M-V with the def2-TZVPD basis set

Computed properties:
Molecular weight   1303.43 g mol⁻¹
Frontier orbital gap   0.34330 Ha
LUMO   -0.12 eV

Geometry as ORCA input:
```
! RIJCOSX wB97M-V def2-TZVPD def2/J DEFGRID3
* xyz 0 1
C -0.57 -6.54 -3.35
C -0.64 -5.05 -3.42
O -1.90 -4.56 -2.97
O -1.15 -7.09 -4.48
H -1.09 -6.94 -2.48
H 0.45 -6.85 -3.15
H -0.53 -4.55 -4.38
H 0.04 -4.60 -2.70
H -1.91 -3.61 -3.09
H -0.86 -6.58 -5.24
C -0.34 -0.75 -0.51
C -0.10 -0.46 0.93
O 0.61 0.79 0.97
O -1.21 0.19 -1.10
H -0.72 -1.77 -0.63
H 0.61 -0.71 -1.04
H 0.57 -1.23 1.32
H -0.99 -0.51 1.57
H -0.11 1.37 0.71
H -1.06 0.23 -2.05
C -2.85 -1.57 -4.26
C -3.09 -0.07 -4.38
O -3.17 0.57 -5.68
O -1.54 -1.98 -3.88
H -2.99 -1.94 -5.28
H -3.68 -2.08 -3.77
H -2.22 0.40 -3.92
H -4.00 0.16 -3.82
H -2.40 0.27 -6.18
H -0.92 -1.30 -4.16
C 6.42 2.04 0.23
C 6.47 3.49 -0.28
O 7.77 3.88 -0.53
O 6.95 1.07 -0.75
H 5.38 1.84 0.45
H 6.92 1.89 1.19
H 6.11 4.03 0.60
H 5.92 3.57 -1.22
H 8.07 4.51 0.13
H 7.08 0.21 -0.37
C -4.51 -1.86 0.71
C -4.28 -1.83 -0.85
O -4.52 -0.56 -1.27
O -4.43 -3.18 1.14
H -5.50 -1.49 1.00
H -3.73 -1.19 1.07
H -4.89 -2.64 -1.25
H -3.30 -2.13 -1.22
H -3.81 0.05 -1.08
H -4.15 -3.28 2.05
C -3.72 -7.51 -0.58
C -3.63 -6.57 0.64
O -4.68 -6.87 1.51
O -5.05 -7.38 -1.18
H -3.55 -8.51 -0.20
H -2.92 -7.40 -1.31
H -3.47 -5.53 0.34
H -2.67 -6.80 1.11
H -5.45 -6.95 0.95
H -5.03 -6.69 -1.84
C -4.75 -4.21 5.12
C -6.02 -3.41 5.41
O -5.80 -2.41 6.47
O -3.92 -3.44 4.19
H -4.84 -5.21 4.71
H -4.15 -4.40 6.01
H -6.84 -3.97 5.86
H -6.40 -2.92 4.51
H -6.04 -1.53 6.15
H -3.73 -2.61 4.64
C 2.99 6.84 0.55
C 2.02 5.79 1.21
O 1.26 5.09 0.25
O 3.52 7.66 1.55
H 2.51 7.39 -0.26
H 3.74 6.23 0.05
H 1.30 6.45 1.70
H 2.47 5.16 1.98
H 1.81 4.57 -0.35
H 3.84 8.49 1.19
C -3.93 0.27 4.80
C -4.04 1.70 5.33
O -2.82 2.01 6.01
O -3.62 -0.67 5.80
H -3.27 0.22 3.93
H -4.84 -0.10 4.32
H -4.80 1.68 6.10
H -4.19 2.46 4.57
H -2.69 1.54 6.83
H -2.70 -0.44 6.00
C -0.06 -1.13 5.74
C -0.33 -2.69 6.01
O 0.17 -3.02 7.31
O -1.02 -0.24 6.10
H -0.12 -1.12 4.65
H 0.94 -0.83 6.06
H 0.22 -3.28 5.27
H -1.38 -2.94 5.82
H -0.49 -2.82 7.98
H -0.55 0.58 6.24
C 1.69 2.81 -7.33
C 1.60 4.23 -6.89
O 0.62 4.98 -7.63
O 0.53 2.01 -7.16
H 2.46 2.51 -6.63
H 2.04 2.77 -8.37
H 2.58 4.68 -7.02
H 1.20 4.24 -5.88
H 0.48 4.46 -8.42
H 0.35 2.15 -6.23
C -0.33 6.94 -4.19
C -0.22 5.75 -3.28
O -0.43 4.53 -4.07
O -0.14 8.09 -3.41
H -1.40 7.01 -4.42
H 0.32 6.82 -5.05
H -0.83 5.86 -2.39
H 0.84 5.75 -3.00
H -1.31 4.46 -4.44
H 0.79 8.10 -3.17
C 2.56 0.15 3.96
C 3.43 1.01 3.03
O 3.79 2.20 3.68
O 3.17 -0.31 5.17
H 2.21 -0.74 3.44
H 1.65 0.60 4.36
H 3.03 1.24 2.04
H 4.20 0.26 2.82
H 2.93 2.53 3.96
H 3.80 -1.02 5.00
C 5.12 -3.63 4.87
C 4.84 -3.61 3.31
O 6.11 -3.52 2.69
O 5.26 -2.27 5.27
H 5.98 -4.24 5.14
H 4.25 -4.02 5.40
H 4.29 -2.77 2.88
H 4.37 -4.53 2.97
H 6.57 -2.85 3.18
H 5.70 -2.29 6.12
C -0.30 -6.26 3.96
C -1.30 -6.55 5.01
O -0.70 -7.07 6.15
O 0.25 -7.42 3.44
H 0.52 -5.60 4.25
H -0.78 -5.61 3.22
H -2.06 -7.28 4.71
H -1.80 -5.64 5.35
H 0.14 -7.42 5.85
H 0.41 -8.03 4.17
C 1.59 1.83 -2.43
C 2.81 2.43 -1.66
O 2.66 3.86 -1.66
O 1.48 2.34 -3.76
H 0.72 2.16 -1.85
H 1.47 0.75 -2.38
H 3.72 2.11 -2.16
H 2.84 2.02 -0.66
H 3.01 4.30 -2.44
H 1.13 3.23 -3.68
C -2.20 3.80 0.08
C -3.34 2.96 0.66
O -3.31 1.65 0.31
O -0.97 3.37 0.66
H -2.36 4.85 0.34
H -2.31 3.74 -1.00
H -4.30 3.47 0.57
H -3.21 3.01 1.74
H -2.40 1.51 0.04
H -0.25 3.97 0.47
C 0.67 4.06 3.63
C -0.69 3.46 4.04
O -1.33 4.16 5.06
O 1.65 3.83 4.61
H 0.59 5.14 3.49
H 1.01 3.53 2.74
H -0.46 2.42 4.30
H -1.39 3.32 3.21
H -1.94 3.60 5.56
H 1.41 4.21 5.46
C -2.44 5.21 -7.07
C -2.44 3.70 -6.83
O -2.72 3.45 -5.52
O -3.70 5.78 -7.39
H -1.84 5.38 -7.97
H -1.92 5.79 -6.31
H -1.49 3.25 -7.11
H -3.13 3.23 -7.53
H -3.04 2.55 -5.49
H -3.75 6.68 -7.06
C 4.51 -2.56 -0.60
C 5.11 -1.88 -1.85
O 5.30 -2.85 -2.86
O 3.19 -2.93 -0.84
H 4.55 -1.93 0.28
H 5.10 -3.44 -0.34
H 6.08 -1.50 -1.53
H 4.44 -1.12 -2.25
H 5.67 -2.30 -3.56
H 3.15 -3.72 -1.38
C 0.95 -0.88 -5.80
C 1.85 -1.89 -5.05
O 2.79 -1.20 -4.30
O 0.23 -0.10 -4.85
H 0.35 -1.27 -6.62
H 1.57 -0.11 -6.26
H 2.46 -2.54 -5.68
H 1.14 -2.45 -4.45
H 2.90 -1.65 -3.46
H 0.90 0.52 -4.57
*
```


[7]
Formula: C4H28N2O10
Source: OMol25
Level of theory: ωB97M-V with the def2-TZVPD basis set

Computed properties:
Molecular weight   264.27 g mol⁻¹
Frontier orbital gap   0.33266 Ha
SMILES   OCNCCNCO.O.O.O.O.O.O.O.O
LUMO   0.29 eV

Geometry as ORCA input:
```
! RIJCOSX wB97M-V def2-TZVPD def2/J DEFGRID3
* xyz 0 1
O -2.04 1.26 1.96
C -1.37 0.90 3.18
N -0.66 -0.35 3.15
C 0.57 -0.29 2.28
C 0.31 -0.07 0.79
N 0.46 -1.28 0.00
C 1.82 -1.67 -0.15
O 2.22 -1.41 -1.50
H -1.49 1.93 1.55
H -0.68 1.72 3.42
H -2.14 0.89 3.99
H -1.17 -1.20 2.92
H 1.25 0.41 2.83
H 1.10 -1.19 2.60
H -0.70 0.32 0.64
H 0.92 0.75 0.40
H -0.25 -1.97 0.21
H 1.90 -2.73 0.01
H 2.63 -1.17 0.43
H 1.52 -1.07 -2.19
O -1.55 2.64 -0.57
H -0.69 3.08 -0.68
H -2.24 3.30 -0.59
O -3.49 0.28 -0.54
H -4.20 0.93 -0.42
H -3.03 0.43 0.30
O 3.03 1.08 -1.64
H 3.07 1.10 -2.60
H 2.78 0.14 -1.41
O -2.26 -2.04 -1.14
H -1.79 -1.34 -0.69
H -3.19 -1.75 -1.12
O -1.85 0.81 -2.99
H -2.06 0.01 -2.47
H -1.89 1.43 -2.23
O 1.04 3.30 -1.50
H 1.57 4.02 -1.16
H 1.54 2.48 -1.62
O 3.48 -3.17 1.65
H 3.39 -3.55 2.53
H 4.29 -3.53 1.29
O 0.29 -1.18 -3.10
H -0.22 -0.36 -3.17
H -0.21 -1.88 -2.67
*
```


[8]
Formula: H24K3O16P
Source: OMol25
Level of theory: ωB97M-V with the def2-TZVPD basis set

Computed properties:
Molecular weight   428.44 g mol⁻¹
Frontier orbital gap   0.29109 Ha
LUMO   -2.07 eV

Geometry as ORCA input:
```
! RIJCOSX wB97M-V def2-TZVPD def2/J DEFGRID3
* xyz 0 1
K 2.69 -1.59 -1.36
K -3.12 0.04 1.13
K 2.50 -0.92 1.94
P 0.06 -0.01 0.35
O 0.04 0.15 1.89
O -1.01 0.88 -0.31
O -0.14 -1.47 -0.08
O 1.49 0.44 -0.09
O -3.23 1.90 -1.56
H -3.05 1.86 -2.51
H -2.40 1.62 -1.15
O -0.59 -1.75 3.75
H -0.50 -1.00 3.14
H 0.17 -2.29 3.55
O -0.84 0.60 -3.04
H -0.86 0.55 -2.06
H 0.10 0.50 -3.24
O -2.37 -1.57 -1.65
H -2.15 -0.84 -2.26
H -1.59 -1.64 -1.07
O -2.30 -2.76 1.22
H -1.47 -2.31 1.00
H -2.47 -3.32 0.46
O -1.62 2.11 2.50
H -1.73 2.74 1.78
H -0.95 1.47 2.16
O 2.06 1.60 -2.37
H 1.99 1.30 -1.44
H 2.45 2.48 -2.33
O -0.01 3.39 -0.28
H 0.93 3.26 -0.38
H -0.41 2.50 -0.38
O 3.04 2.41 0.91
H 2.37 1.78 0.55
H 3.85 1.90 0.98
O 0.69 -2.64 -2.96
H 0.68 -3.31 -2.26
H -0.19 -2.25 -2.93
O 0.75 -3.89 -0.39
H 1.59 -3.83 0.07
H 0.34 -2.99 -0.29
O 1.91 1.56 3.36
H 1.07 1.20 3.03
H 2.23 2.12 2.64
*
```


Q: molecular weight of number 7 (C4H28N2O10)?
A: 264.27 g mol⁻¹


Q: The lowest molecular weight belongs to which entry?
A: C3H7ClO


Repeat the eighth record exactly.
Formula: H24K3O16P
Source: OMol25
Level of theory: ωB97M-V with the def2-TZVPD basis set

Computed properties:
Molecular weight   428.44 g mol⁻¹
Frontier orbital gap   0.29109 Ha
LUMO   -2.07 eV

Geometry as ORCA input:
```
! RIJCOSX wB97M-V def2-TZVPD def2/J DEFGRID3
* xyz 0 1
K 2.69 -1.59 -1.36
K -3.12 0.04 1.13
K 2.50 -0.92 1.94
P 0.06 -0.01 0.35
O 0.04 0.15 1.89
O -1.01 0.88 -0.31
O -0.14 -1.47 -0.08
O 1.49 0.44 -0.09
O -3.23 1.90 -1.56
H -3.05 1.86 -2.51
H -2.40 1.62 -1.15
O -0.59 -1.75 3.75
H -0.50 -1.00 3.14
H 0.17 -2.29 3.55
O -0.84 0.60 -3.04
H -0.86 0.55 -2.06
H 0.10 0.50 -3.24
O -2.37 -1.57 -1.65
H -2.15 -0.84 -2.26
H -1.59 -1.64 -1.07
O -2.30 -2.76 1.22
H -1.47 -2.31 1.00
H -2.47 -3.32 0.46
O -1.62 2.11 2.50
H -1.73 2.74 1.78
H -0.95 1.47 2.16
O 2.06 1.60 -2.37
H 1.99 1.30 -1.44
H 2.45 2.48 -2.33
O -0.01 3.39 -0.28
H 0.93 3.26 -0.38
H -0.41 2.50 -0.38
O 3.04 2.41 0.91
H 2.37 1.78 0.55
H 3.85 1.90 0.98
O 0.69 -2.64 -2.96
H 0.68 -3.31 -2.26
H -0.19 -2.25 -2.93
O 0.75 -3.89 -0.39
H 1.59 -3.83 0.07
H 0.34 -2.99 -0.29
O 1.91 1.56 3.36
H 1.07 1.20 3.03
H 2.23 2.12 2.64
*
```


Q: Look up the molecular weight of the sixth one.
A: 1303.43 g mol⁻¹